# 1
DFT (ωB97M-V/def2-TZVPD) results for a molecular structure, C14H11AuN4O7.

## Properties
HOMO level   -2.2 eV
ΔE to the lowest compared entry with this formula, charge and spin   24.5 kJ/mol
Kohn-Sham gap   6.4899 eV
Net charge   -2

Each line ends with the natural charge from an NBO analysis.
Atoms and positions in Å:
Au: 0.530 -0.527 0.685  0.797
O: -1.068 -1.037 -1.323  -0.695
O: -3.532 0.564 3.730  -0.499
O: 0.530 -2.278 2.042  -0.827
O: 0.632 1.724 0.401  -0.805
O: -0.367 -4.328 2.151  -0.703
O: -5.089 -0.914 4.584  -0.505
O: 1.934 3.529 0.153  -0.742
N: -0.171 0.109 -5.812  -0.488
N: 2.810 0.101 -0.232  -0.868
N: -2.147 0.022 -2.990  -0.851
N: 2.208 -2.111 -2.809  -0.462
C: 1.754 2.307 0.266  0.756
C: 1.229 -1.546 -3.057  0.341
C: -1.692 -2.532 2.910  -0.132
C: -0.045 -0.335 -4.749  0.326
C: -3.824 -2.965 4.027  -0.283
C: -4.009 -1.607 4.079  0.195
C: 0.051 -0.843 -3.423  -0.602
C: -0.408 -3.105 2.299  0.771
C: -3.081 -0.734 3.572  0.266
C: -1.033 -0.639 -2.488  0.675
C: -4.725 0.468 4.495  0.241
C: -1.912 -1.147 2.990  -0.242
C: 3.015 1.440 0.303  -0.338
C: -2.639 -3.411 3.424  -0.187
H: -2.688 0.421 -2.240  0.385
H: -2.011 0.621 -3.789  0.382
H: 3.277 1.339 1.361  0.193
H: 3.531 -0.562 0.009  0.368
H: -2.424 -4.467 3.331  0.235
H: 3.806 2.009 -0.188  0.174
H: 2.704 0.081 -1.236  0.384
H: -5.520 1.016 3.991  0.151
H: -4.551 0.862 5.499  0.134
H: -4.561 -3.651 4.424  0.206
H: -1.185 -0.450 2.589  0.249

---

# 2
DFT (ωB97M-V/def2-TZVPD) results for a molecular structure, C14H11CaF17GaO3 at a distorted geometry.

## Properties
HOMO level   -12.5 eV
Kohn-Sham gap   6.8742 eV
Net charge   +1

Each line ends with the Löwdin charge.
Atoms and positions in Å:
Ga: 0.199 -2.791 -1.425  0.417
Ca: -2.577 -1.857 -2.452  1.528
F: -2.816 2.798 -1.817  0.177
F: -0.905 2.426 1.027  0.183
F: 1.746 4.055 -1.808  0.178
F: -3.036 0.150 -1.652  -0.113
F: -3.236 0.261 0.528  0.230
F: 3.399 2.299 -1.540  0.187
F: -0.706 4.288 -0.990  0.179
F: -0.321 2.643 -2.416  0.155
F: 1.490 3.798 0.345  0.177
F: 3.569 2.059 1.004  0.181
F: 1.624 1.036 -1.714  0.133
F: 3.852 -0.391 1.493  0.125
F: 1.528 1.296 1.226  0.118
F: 4.054 -0.214 -0.681  0.124
F: -4.713 1.209 -0.735  0.251
F: -0.747 0.837 -0.471  0.118
F: -3.183 3.096 0.323  0.203
O: -0.396 -3.572 2.462  0.154
O: -3.126 -1.436 2.377  0.164
O: -1.394 -2.031 1.144  -0.024
C: -1.956 -1.395 2.288  -0.487
C: 3.157 -0.194 0.343  -0.421
C: -2.617 2.304 -0.587  -0.337
C: 2.083 -1.277 0.197  -0.146
C: -3.443 0.986 -0.536  -0.453
C: -0.530 -3.926 0.073  -0.167
C: -0.729 -3.242 1.372  -0.549
C: 2.274 1.934 -0.929  -0.322
C: 2.643 1.281 0.439  -0.339
C: 1.351 3.206 -0.847  -0.332
C: -1.080 2.134 -0.259  -0.329
C: 1.948 -1.917 -1.192  -0.252
C: -0.978 -0.606 3.086  0.048
C: -0.185 3.055 -1.139  -0.330
H: 0.095 -4.814 0.219  0.086
H: -0.630 0.248 2.494  0.077
H: -0.914 -1.605 -1.726  -0.170
H: 0.077 -3.660 -2.783  -0.032
H: 2.342 -2.039 0.941  0.138
H: -0.116 -1.220 3.347  0.099
H: 2.058 -1.160 -1.967  0.044
H: -1.528 -4.292 -0.217  0.064
H: -1.476 -0.246 3.991  0.108
H: 1.138 -0.840 0.533  0.088
H: 2.713 -2.676 -1.371  0.070

---

# 3
DFT (ωB97M-V/def2-TZVPD) results for a molecular structure, C14H11Co2F3NO6 at a distorted geometry.

## Properties
HOMO level   -10.8 eV
Kohn-Sham gap   6.2364 eV
Net charge   +1

Each line ends with the natural charge from an NBO analysis.
Atoms and positions in Å:
Co: -2.453 -1.741 4.502  0.069
Co: -4.939 -0.905 4.033  -0.052
F: 1.258 1.786 -1.079  -0.286
F: 0.518 1.835 1.018  -0.321
F: 2.489 0.931 0.560  -0.326
O: -4.473 1.897 4.673  -0.455
O: -1.185 0.655 5.589  -0.451
O: -5.957 -0.335 1.381  -0.459
O: -7.714 -1.434 5.048  -0.438
O: -0.915 -3.687 6.206  -0.431
O: -4.263 -1.735 6.756  -0.494
N: 0.473 -0.956 1.305  -0.357
C: 1.007 -2.389 1.171  -0.221
C: -5.599 -0.554 2.459  0.582
C: -3.993 -1.544 5.609  0.365
C: -6.622 -1.251 4.693  0.540
C: 1.325 -2.619 -0.328  -0.430
C: 0.572 -0.288 -0.055  -0.123
C: -1.889 -1.506 2.761  -0.030
C: -1.474 -2.961 5.484  0.592
C: 1.310 -1.260 -1.006  -0.418
C: -4.681 0.792 4.461  0.504
C: -1.025 -0.688 1.846  -0.312
C: -3.200 -1.827 2.876  -0.502
C: 1.201 1.084 0.086  0.971
C: -1.643 -0.304 5.122  0.572
H: -0.445 -0.137 -0.425  0.248
H: -3.847 -2.426 2.185  0.237
H: 2.323 -3.070 -0.442  0.258
H: 1.940 -2.434 1.757  0.235
H: 0.543 -3.276 -0.742  0.239
H: -1.579 -0.402 0.907  0.217
H: 2.318 -0.853 -1.170  0.248
H: 1.158 -0.478 1.904  0.452
H: 0.321 -3.111 1.629  0.248
H: 0.762 -1.250 -1.963  0.258
H: -0.876 0.336 2.315  0.273

---

# 4
DFT (ωB97M-V/def2-TZVPD) results for a molecular structure, C14H11F13MnN2O at a distorted geometry.

## Properties
HOMO level (spin up / spin down)   -16.8 / -16.9 eV
ΔE to the lowest compared entry with this formula, charge and spin   0.0 kJ/mol
Kohn-Sham gap (spin up / spin down)   5.8613 / 5.9928 eV
Net charge   +2
2S+1   2
⟨S²⟩   0.76

Each line ends with the Mulliken spin population.
Atoms and positions in Å:
Mn: -0.108 0.002 -0.345  0.868
F: 3.221 -3.798 3.692  -0.001
F: 2.161 2.362 -0.344  0.000
F: -2.046 3.017 -2.369  0.000
F: 2.051 -0.096 -0.096  -0.003
F: 0.169 3.745 0.891  -0.001
F: -0.245 3.627 -3.392  0.000
F: 1.758 4.224 -1.386  0.001
F: 4.651 -0.442 0.726  0.000
F: 0.695 -3.464 2.912  0.004
F: -0.148 1.554 0.887  -0.002
F: -0.946 4.741 -1.664  0.000
F: 2.007 2.379 -2.495  0.000
F: -1.752 2.965 0.343  -0.001
O: -0.227 1.280 -1.583  0.061
N: -1.916 -0.746 -0.598  -0.027
N: 0.103 -1.430 0.926  0.032
C: 3.688 -1.155 1.259  0.001
C: -0.829 3.536 -2.211  0.001
C: -1.644 -1.725 -1.685  0.000
C: 3.974 -2.123 2.239  0.032
C: 1.639 -2.722 2.385  0.023
C: 0.005 2.611 -1.264  0.005
C: -1.115 -2.177 1.257  -0.001
C: 1.311 -1.735 1.408  0.015
C: -0.460 2.852 0.205  -0.009
C: 2.399 -0.986 0.874  -0.009
C: 1.527 2.926 -1.395  0.006
C: 2.953 -2.890 2.783  -0.005
C: -3.006 0.170 -1.025  0.009
C: -2.289 -1.390 0.692  -0.001
H: -3.164 -2.028 0.548  0.001
H: -2.744 0.631 -1.971  -0.001
H: -3.156 0.938 -0.271  0.000
H: -2.567 -0.585 1.373  0.001
H: -3.926 -0.406 -1.138  -0.001
H: -2.541 -2.308 -1.906  -0.001
H: -0.852 -2.420 -1.401  0.001
H: -1.037 -3.180 0.828  0.002
H: 4.998 -2.275 2.562  0.001
H: -1.361 -1.182 -2.587  0.001
H: -1.231 -2.297 2.334  -0.001

---

The records above yield electronic energy values of -38683.28040, -137843.52448, -111866.28394, -86352.18936 eV, respectively.